DFT (ωB97M-V with the def2-TZVPD basis set) results for C60H48GeNO4S3TcTe as an isolated structure.

```
119
Properties=species:S:1:pos:R:3:forces:R:3:lowdin_charge:R:1
Te -1.391 0.826 2.269 -0.062 0.569 0.731 1.060
Tc -1.165 -1.148 0.641 3.189 1.037 -0.323 0.843
Ge -3.251 -3.654 -0.189 -0.068 0.770 -0.237 0.925
S 0.309 -2.785 -0.571 -0.122 0.489 0.043 0.703
S 1.873 -0.140 1.710 0.142 -0.067 -0.217 0.984
S -0.681 2.746 -0.343 -0.225 0.456 -0.016 0.979
O -0.883 3.062 1.123 -0.004 -0.208 -0.370 -0.688
O -0.861 -1.250 2.902 -0.035 0.091 -0.449 -0.557
O 1.276 -0.060 0.321 0.371 -0.040 0.644 -0.618
O -0.730 -1.749 5.053 -0.080 -0.127 -0.308 0.064
N -1.001 -0.744 -1.431 0.345 -0.388 0.203 -0.114
C 5.901 1.496 -1.564 -0.022 0.071 0.717 -0.070
C -3.059 -3.879 -3.189 -0.482 0.074 0.190 -0.084
C 1.769 2.820 4.377 -0.163 0.372 0.342 -0.024
C -3.500 -3.162 -2.065 0.392 -0.198 -0.232 -0.251
C -5.133 -5.465 1.037 -0.188 1.008 -0.174 -0.103
C -1.985 6.536 -2.567 -0.070 0.619 -0.079 -0.263
C -6.323 -5.806 1.637 -0.371 -0.606 0.431 -0.094
C -0.053 -6.451 -0.176 -0.719 0.773 0.434 -0.088
C -0.545 -5.799 2.094 -0.369 0.076 0.029 -0.077
C -0.798 5.493 -0.752 0.005 0.219 0.335 -0.051
C 1.067 2.712 -0.786 0.025 -0.309 0.032 -0.289
C -1.206 6.644 -1.405 -0.092 -0.544 -0.634 -0.019
C -1.181 4.243 -1.231 -0.074 -0.121 -0.119 -0.351
C -1.110 -5.644 -0.624 0.295 -0.505 0.344 -0.145
C 0.210 -6.509 1.184 0.759 -0.441 0.006 -0.097
C 3.537 1.936 -1.796 -0.039 -0.082 -1.273 -0.160
C 4.785 1.538 -2.338 0.021 0.074 0.053 -0.038
C 4.006 -1.123 0.239 -0.433 0.238 0.049 -0.065
C 2.087 6.379 2.131 0.037 -0.143 0.236 -0.073
C -7.309 -4.858 1.881 0.472 0.229 -0.416 -0.088
C -4.397 -1.452 -3.542 0.226 -0.389 0.237 -0.091
C -3.973 -2.197 -4.625 -0.200 0.402 -0.488 -0.103
C 2.122 5.166 1.481 -0.195 0.289 0.260 -0.031
C 1.958 3.961 2.206 0.235 -0.832 -0.254 -0.097
C -3.310 -3.399 -4.465 0.041 0.089 0.111 -0.086
C 6.191 -1.691 1.113 -0.001 -0.060 0.676 -0.275
C 2.118 2.548 0.080 0.090 0.312 0.487 -0.131
C 1.847 1.621 3.779 0.267 -0.879 -0.319 -0.105
C 5.294 -1.627 0.065 -0.241 0.182 0.508 -0.043
C 0.444 -1.586 -3.118 0.339 0.039 -0.299 -0.082
C 3.610 -0.669 1.494 0.455 0.038 -0.186 -0.331
C 1.864 6.435 3.539 0.028 0.202 -0.317 -0.073
C 1.727 5.271 4.255 0.276 0.194 -0.522 -0.026
C 5.816 1.873 -0.187 -0.440 -0.297 -0.570 -0.061
C -1.627 -5.053 1.641 -0.220 0.032 0.123 -0.113
C -1.569 0.060 -2.327 -0.111 0.145 0.414 -0.175
C 2.006 1.546 2.368 0.002 -0.227 -0.227 -0.343
C 4.503 -0.764 2.583 -0.735 0.307 -0.120 -0.063
C -5.890 -3.169 0.904 -0.294 -0.074 0.319 -0.103
C -1.195 0.079 -3.642 0.446 -0.026 0.087 -0.084
C -2.012 4.136 -2.351 0.287 -0.113 0.333 -0.068
C -1.937 -4.955 0.277 1.117 -0.724 0.149 -0.344
C -0.057 -1.633 -1.813 -0.099 -0.064 0.013 -0.721
C -2.362 7.765 -3.361 -0.057 -0.147 0.139 -0.048
C 7.589 -2.218 0.902 -0.002 0.619 -0.140 -0.049
C 1.225 2.465 -2.173 0.092 0.022 -0.043 -0.071
C 1.817 4.007 3.608 -0.076 0.735 0.304 -0.148
C 2.015 2.659 1.571 -0.200 0.503 0.197 -0.138
C 5.772 -1.280 2.393 -0.230 0.008 -0.717 -0.038
C -0.115 -0.726 -4.030 -0.599 0.253 -0.015 -0.064
C -2.406 5.293 -3.014 0.219 -0.280 0.390 -0.042
C -4.906 -4.131 0.679 -0.171 -0.020 -0.048 -0.284
C 4.608 2.228 0.346 -0.181 0.085 0.115 -0.007
C 2.419 2.063 -2.672 0.246 -0.037 0.361 -0.001
C -1.384 -1.723 4.032 0.196 0.146 0.697 -0.696
C -7.107 -3.534 1.492 0.192 -0.077 0.121 -0.078
C -4.132 -1.940 -2.268 -0.223 0.189 -0.149 -0.135
C -2.567 -1.920 0.514 -3.051 -2.180 -0.370 -0.455
C -2.832 -2.136 4.038 -0.247 -0.219 -0.261 -0.015
C 3.414 2.240 -0.445 0.327 0.195 0.420 -0.104
H 1.603 5.285 5.327 -0.078 0.065 0.127 0.110
H 1.752 0.702 4.361 0.010 0.164 -0.219 0.123
H 1.822 7.422 4.023 0.017 -0.606 -0.147 0.107
H -2.581 -4.842 -3.104 0.128 -0.089 0.197 0.083
H 0.379 2.559 -2.832 -0.240 0.035 -0.111 0.097
H -2.957 -3.093 4.543 0.168 -0.035 -0.028 0.086
H -4.905 -0.508 -3.697 0.011 0.001 0.098 0.106
H -1.715 0.753 -4.292 -0.051 0.128 -0.485 0.098
H -4.412 -1.338 -1.418 -0.112 0.082 0.221 0.087
H 1.628 2.883 5.451 0.016 0.081 -0.086 0.123
H 7.757 -2.419 -0.161 0.072 -0.031 0.221 0.075
H -3.404 -1.418 4.620 0.022 0.194 0.035 0.086
H 0.241 -0.694 -5.052 0.057 -0.041 0.015 0.108
H -0.885 7.619 -1.059 -0.068 -0.025 0.067 0.117
H 1.053 -7.098 1.558 -0.234 0.155 -0.216 0.107
H 6.679 1.815 0.458 0.174 0.114 -0.037 0.104
H 7.763 -3.122 1.471 0.043 -0.262 0.099 0.076
H 4.830 1.280 -3.388 0.010 -0.011 -0.029 0.112
H 5.634 -2.003 -0.876 -0.086 -0.030 -0.656 0.106
H 4.559 2.527 1.391 -0.076 -0.154 -0.139 0.125
H -3.259 7.582 -3.962 0.201 0.090 0.071 0.079
H -8.213 -5.179 2.364 -0.343 0.099 0.120 0.096
H -2.995 -3.952 -5.340 0.063 -0.076 0.028 0.103
H 6.834 1.164 -1.993 0.169 0.036 0.053 0.102
H 2.559 1.846 -3.728 -0.117 0.025 0.149 0.120
H 3.299 -1.052 -0.595 0.230 -0.101 0.304 0.109
H -0.219 5.589 0.164 -0.012 -0.228 -0.150 0.103
H -0.282 -5.841 3.147 -0.186 0.083 -0.107 0.108
H -6.482 -6.837 1.954 -0.029 0.212 -0.102 0.106
H -2.240 -4.527 2.375 0.118 0.007 -0.147 0.097
H 1.262 -2.214 -3.430 0.072 -0.243 0.186 0.105
H -2.543 8.617 -2.711 -0.087 0.062 0.080 0.076
H 0.605 -6.946 -0.866 0.025 -0.193 -0.283 0.097
H -3.257 -2.188 3.040 -0.036 0.011 -0.094 0.042
H 2.265 7.302 1.575 -0.150 -0.278 0.160 0.104
H 8.323 -1.468 1.238 -0.160 -0.276 -0.154 0.085
H -1.226 -5.565 -1.693 -0.222 0.160 -0.100 0.075
H -4.383 -6.201 0.846 0.371 -0.404 -0.022 0.092
H -2.352 3.166 -2.712 0.129 0.121 0.167 0.101
H -3.060 5.220 -3.869 -0.022 0.017 -0.150 0.112
H 4.191 -0.410 3.570 0.093 -0.197 -0.261 0.112
H -4.162 -1.803 -5.614 0.012 -0.103 -0.179 0.100
H 6.440 -1.388 3.230 0.181 0.099 0.217 0.110
H 2.271 5.115 0.409 0.062 0.037 0.021 0.116
H -2.344 0.708 -1.944 -0.077 -0.012 0.030 0.102
H -5.684 -2.121 0.666 -0.169 -0.297 0.008 0.098
H -7.881 -2.795 1.684 0.175 -0.061 -0.070 0.102
H -1.545 8.050 -4.026 -0.018 -0.049 -0.099 0.085
```
Forces are in eV/Å.

Multiplicity   1
Orbital gap   7.0 eV
ΔE to the lowest compared entry with this formula, charge and spin   0.363 eV
E_tot   -6291.164223 a.u.
Lowest unoccupied orbital energy   0.14 eV